Record 1
Density functional theory data (wB97M-V/def2-TZVPD) for the molecule C5H9N3.

```
17
Properties=species:S:1:pos:R:3
C -1.46268 1.44537 0.36178
C -1.04187 0.36548 -0.65727
C -1.06629 -1.67210 0.05897
C 0.37032 -1.39620 0.13187
C 0.43366 -0.10912 -0.31553
H -1.15979 1.07049 1.40732
H -2.75599 1.41189 0.60103
H -1.21764 2.55629 0.16400
H -1.07363 0.74214 -1.63512
H -1.47212 -2.62221 0.34426
H 1.15296 -1.95139 0.60463
H 1.63515 1.51217 -0.24515
H 2.47919 -0.27212 0.91283
H 2.82357 -0.83973 -0.68358
N -1.82497 -0.78873 -0.56722
N 1.49961 0.57242 -0.40566
N 2.68051 -0.02467 -0.07714
```

Summary:
SMILES: C[C@@H]1N=CC=C1NN
DFT total energy: -9797.9285 eV
gap between HOMO and LUMO: 8.872 eV
HOMO: -8.0 eV

Charges obtained by natural (NBO) population analysis, quoted in units of e: atom 1 (C): -0.630, atom 2 (C): -0.127, atom 3 (C): 0.099, atom 4 (C): -0.491, atom 5 (C): 0.260, atom 6 (H): 0.219, atom 7 (H): 0.232, atom 8 (H): 0.226, atom 9 (H): 0.215, atom 10 (H): 0.185, atom 11 (H): 0.223, atom 12 (H): 0.390, atom 13 (H): 0.339, atom 14 (H): 0.359, atom 15 (N): -0.445, atom 16 (N): -0.416, atom 17 (N): -0.639



Record 2
Density functional theory data (wB97M-V/def2-TZVPD) for the molecule C5H9N3.

```
17
Properties=species:S:1:pos:R:3
N 1.13532 0.64576 0.16398
C 0.11161 0.40726 1.52756
C 0.48597 0.13131 -0.90929
N 0.58788 -0.56983 2.32521
C -0.62130 -0.78980 -0.60454
C 0.89858 0.31307 -2.19137
C -1.89612 -0.50190 -0.94298
N -0.68871 1.30265 1.91899
H 2.02090 0.14980 0.27164
H 1.41548 -1.04644 1.98061
H 0.70562 -0.22689 3.27297
H -1.01221 1.86768 1.13444
H -0.36827 -1.80404 -0.30368
H 0.40198 -0.16102 -3.02958
H 1.66058 1.05159 -2.41695
H -2.66930 -1.26172 -0.91739
H -2.16804 0.49253 -1.27962
```

Summary:
SMILES: [H]/N=C(/N)NC(=C)C=C
DFT total energy: -9798.3877 eV
gap between HOMO and LUMO: 9.195 eV
HOMO: -8.6 eV

Charges obtained by natural (NBO) population analysis, quoted in units of e: atom 1 (N): -0.657, atom 2 (C): 0.612, atom 3 (C): 0.115, atom 4 (N): -0.837, atom 5 (C): -0.263, atom 6 (C): -0.457, atom 7 (C): -0.345, atom 8 (N): -0.707, atom 9 (H): 0.370, atom 10 (H): 0.380, atom 11 (H): 0.404, atom 12 (H): 0.363, atom 13 (H): 0.214, atom 14 (H): 0.208, atom 15 (H): 0.201, atom 16 (H): 0.200, atom 17 (H): 0.198



Record 3
Density functional theory data (wB97M-V/def2-TZVPD) for the molecule C5H9N3O.

```
18
Properties=species:S:1:pos:R:3
C -0.00390 1.73706 0.70298
C 0.14729 0.80426 -0.54509
C -1.87021 -0.36679 -0.26224
C 0.91452 -0.50125 -0.22446
C 2.41910 -0.63919 -0.36120
H -0.82157 2.34621 0.60796
H 0.77592 2.39607 0.95463
H -0.25311 0.98520 1.54094
H 0.39816 1.29407 -1.51410
H -3.38332 -1.12427 0.37717
H -1.50344 -2.24702 0.59150
H 2.99091 -0.15574 0.45196
H 2.79273 -0.18360 -1.29111
H 2.56147 -1.73924 -0.31653
N -3.14958 -0.33093 -0.23283
N -1.03852 -1.31586 0.25570
N 0.25531 -1.50218 0.22156
O -1.23175 0.54320 -0.95685
```

Summary:
SMILES: [H]/N=C1\NN=C(C)[C@H](C)O1
DFT total energy: -11846.7095 eV
gap between HOMO and LUMO: 9.499 eV
HOMO: -8.7 eV

Charges obtained by natural (NBO) population analysis, quoted in units of e: atom 1 (C): -0.627, atom 2 (C): 0.031, atom 3 (C): 0.660, atom 4 (C): 0.183, atom 5 (C): -0.652, atom 6 (H): 0.228, atom 7 (H): 0.222, atom 8 (H): 0.210, atom 9 (H): 0.223, atom 10 (H): 0.318, atom 11 (H): 0.393, atom 12 (H): 0.224, atom 13 (H): 0.222, atom 14 (H): 0.242, atom 15 (N): -0.709, atom 16 (N): -0.470, atom 17 (N): -0.216, atom 18 (O): -0.481



Record 4
Density functional theory data (wB97M-V/def2-TZVPD) for the molecule C5H9N3O.

```
18
Properties=species:S:1:pos:R:3
C 0.39763 0.13480 -1.54661
C -0.04798 -0.45292 -0.43775
C 1.80172 0.69015 -1.35609
C 0.75825 0.53131 1.80563
C -2.46765 -0.81487 -0.45018
N 2.17401 0.35466 -0.13587
N 1.33001 -0.35305 0.66919
N -1.15704 -1.18729 -0.00416
O 2.42411 1.34202 -2.15660
H -0.17937 0.26762 -2.36258
H 0.03400 1.28293 1.34325
H 0.00767 -0.11150 2.35279
H 1.50100 0.67331 2.49384
H -2.48446 -0.42180 -1.47494
H -3.22287 -1.58682 -0.02795
H -2.85083 0.14519 0.04883
H 3.01558 0.82820 0.19779
H -1.03380 -1.32194 1.04142
```

Summary:
SMILES: CNc1cc(=O)[nH]n1C
DFT total energy: -11845.3563 eV
gap between HOMO and LUMO: 9.216 eV
HOMO: -8.6 eV

Charges obtained by natural (NBO) population analysis, quoted in units of e: atom 1 (C): -0.452, atom 2 (C): 0.406, atom 3 (C): 0.641, atom 4 (C): -0.447, atom 5 (C): -0.420, atom 6 (N): -0.475, atom 7 (N): -0.250, atom 8 (N): -0.634, atom 9 (O): -0.625, atom 10 (H): 0.227, atom 11 (H): 0.207, atom 12 (H): 0.184, atom 13 (H): 0.213, atom 14 (H): 0.227, atom 15 (H): 0.224, atom 16 (H): 0.172, atom 17 (H): 0.410, atom 18 (H): 0.393



Record 5
Density functional theory data (wB97M-V/def2-TZVPD) for a cluster of 2 separate species, C5H9N3O in total.

```
18
Properties=species:S:1:pos:R:3
C -2.82867 -0.28108 -0.48670
C -1.64837 1.67525 -0.27663
C -1.73222 -0.57983 0.34705
C -0.88325 0.73560 0.37398
C 3.53235 0.14108 0.35503
N -1.49336 -1.77963 1.13247
N 1.84210 0.22626 -1.10263
N 2.25807 0.08090 0.13824
O -2.61951 1.00596 -0.95750
H -3.50336 -0.69430 -1.14154
H -1.63995 2.76794 -0.48009
H 0.23637 0.69044 0.70717
H 3.86906 -0.23772 1.37750
H 4.32280 0.21405 -0.33018
H -0.71316 -1.76688 1.80606
H -2.25311 -2.16643 1.64586
H 0.84370 -0.00513 -1.18214
H 2.41051 -0.02647 -1.92596
```

Summary:
SMILES: Nc1ccoc1.C=NN
DFT total energy: -11844.7112 eV
gap between HOMO and LUMO: 9.044 eV
HOMO: -8.0 eV

Charges obtained by natural (NBO) population analysis, quoted in units of e: atom 1 (C): -0.014, atom 2 (C): 0.102, atom 3 (C): 0.097, atom 4 (C): -0.380, atom 5 (C): -0.208, atom 6 (N): -0.839, atom 7 (N): -0.632, atom 8 (N): -0.219, atom 9 (O): -0.436, atom 10 (H): 0.208, atom 11 (H): 0.218, atom 12 (H): 0.268, atom 13 (H): 0.177, atom 14 (H): 0.154, atom 15 (H): 0.382, atom 16 (H): 0.380, atom 17 (H): 0.386, atom 18 (H): 0.356



Record 6
Density functional theory data (wB97M-V/def2-TZVPD) for the molecule C5H9N3O.

```
18
Properties=species:S:1:pos:R:3
C -2.36571 1.24106 -1.82526
C -0.34531 0.23171 -0.79714
C -0.10426 -0.99601 -1.30655
C 0.98890 -0.79432 0.68621
C 2.07326 -0.26755 2.68432
H -3.19131 1.00662 -1.19606
H -2.48521 2.22680 -2.29156
H -2.14962 0.44474 -2.52122
H -1.14440 2.11446 -0.41314
H -0.30136 -1.54457 -2.24915
H 1.04510 -2.57258 -0.30379
H 1.74660 -0.74024 3.63127
H 3.15288 0.09963 2.70698
H 1.47627 0.67624 2.52088
N -1.13301 1.35496 -1.06563
N 0.65922 -1.64394 -0.33626
N 1.71434 -1.19573 1.65151
O 0.36360 0.35872 0.42458
```

Summary:
SMILES: C/N=c1/[nH]cc(NC)o1
DFT total energy: -11847.1072 eV
gap between HOMO and LUMO: 7.871 eV
HOMO: -7.0 eV

Charges obtained by natural (NBO) population analysis, quoted in units of e: atom 1 (C): -0.393, atom 2 (C): 0.417, atom 3 (C): -0.203, atom 4 (C): 0.677, atom 5 (C): -0.428, atom 6 (H): 0.185, atom 7 (H): 0.204, atom 8 (H): 0.202, atom 9 (H): 0.398, atom 10 (H): 0.236, atom 11 (H): 0.425, atom 12 (H): 0.196, atom 13 (H): 0.190, atom 14 (H): 0.169, atom 15 (N): -0.627, atom 16 (N): -0.597, atom 17 (N): -0.582, atom 18 (O): -0.469



Record 7
Density functional theory data (wB97M-V/def2-TZVPD) for a cluster of 2 separate species, C5H9N3O2 in total.

```
19
Properties=species:S:1:pos:R:3
C -0.36067 0.39321 -0.87710
C -1.55211 1.25152 -0.59052
C -1.34419 2.50347 -0.16569
C 0.86818 2.61426 -1.02219
C 0.75644 -3.71216 1.02864
H 1.61487 0.88775 -1.53556
H -2.56273 0.72269 -0.53812
H -2.09811 3.08708 0.52960
H 0.00991 4.06733 0.19096
H -0.91243 -2.55425 1.38786
H 0.49785 -1.59897 1.62126
H 1.87434 -3.58213 0.72037
H 0.57426 -4.20395 1.88566
H 0.38451 -4.37624 0.22586
N 0.67120 1.26962 -1.35831
N -0.12547 3.17926 -0.31633
N 0.03889 -2.34360 0.98469
O -0.15285 -0.82676 -0.80334
O 1.81811 3.22188 -1.36774
```

Summary:
SMILES: O=c1cc[nH]c(=O)[nH]1.CN
DFT total energy: -13894.9754 eV
gap between HOMO and LUMO: 8.882 eV
HOMO: -8.4 eV

Charges obtained by natural (NBO) population analysis, quoted in units of e: atom 1 (C): 0.638, atom 2 (C): -0.400, atom 3 (C): 0.052, atom 4 (C): 0.777, atom 5 (C): -0.410, atom 6 (H): 0.425, atom 7 (H): 0.250, atom 8 (H): 0.227, atom 9 (H): 0.431, atom 10 (H): 0.342, atom 11 (H): 0.348, atom 12 (H): 0.190, atom 13 (H): 0.169, atom 14 (H): 0.187, atom 15 (N): -0.664, atom 16 (N): -0.618, atom 17 (N): -0.812, atom 18 (O): -0.529, atom 19 (O): -0.602



Record 8
Density functional theory data (wB97M-V/def2-TZVPD) for a cluster of 2 separate species, C5H9N3O2 in total.

```
19
Properties=species:S:1:pos:R:3
C -2.72839 -1.11545 -0.47734
C -2.85333 -0.92812 0.98029
C -2.23689 0.15202 1.54125
C -2.00174 1.25831 -0.52029
C 3.46551 -0.34983 -0.34256
H -2.53982 0.08300 -2.23102
H -3.22964 -1.67902 1.63112
H -2.05020 0.09955 2.64362
H -1.42984 2.02856 1.14861
H 5.53037 -0.41099 -0.82310
H 5.05706 0.60823 0.25007
H 2.82373 0.15562 0.44004
H 3.44473 0.13358 -1.34273
H 2.92714 -1.21206 -0.41893
N -2.48158 0.11048 -1.17940
N -1.84749 1.25174 0.79656
N 4.93333 -0.32846 0.07882
O -2.97717 -2.09948 -1.04524
O -1.80578 2.24231 -1.12976
```

Summary:
SMILES: O=c1cc[nH]c(=O)[nH]1.CN
DFT total energy: -13895.5843 eV
gap between HOMO and LUMO: 9.986 eV
HOMO: -9.6 eV

Charges obtained by natural (NBO) population analysis, quoted in units of e: atom 1 (C): 0.654, atom 2 (C): -0.394, atom 3 (C): 0.058, atom 4 (C): 0.778, atom 5 (C): -0.421, atom 6 (H): 0.441, atom 7 (H): 0.239, atom 8 (H): 0.227, atom 9 (H): 0.423, atom 10 (H): 0.340, atom 11 (H): 0.338, atom 12 (H): 0.186, atom 13 (H): 0.175, atom 14 (H): 0.191, atom 15 (N): -0.663, atom 16 (N): -0.596, atom 17 (N): -0.809, atom 18 (O): -0.556, atom 19 (O): -0.611



Record 9
Density functional theory data (wB97M-V/def2-TZVPD) for the molecule C5H9N3O3S.

```
21
Properties=species:S:1:pos:R:3
C -2.00859 -0.69871 -0.96174
C -2.01644 -1.15119 0.32998
C 1.21797 -1.03678 -1.94782
C 0.47103 0.57800 -0.23783
C -2.31635 0.36977 2.15893
N -1.03499 -0.52732 -1.80777
N 0.27486 -0.39298 -1.36761
N 3.93725 -1.37497 -2.12699
O 2.97180 0.84026 -1.71100
O 3.13548 -1.00174 0.05710
O -2.10696 -0.98562 1.59418
S 2.81849 -0.52970 -1.27383
H -2.97839 -0.91202 -1.54954
H 1.23997 1.35596 -0.56503
H -0.50208 1.14393 0.05027
H 0.98997 -0.09969 0.62800
H -2.32579 0.21112 3.21902
H -3.38161 0.58185 1.83499
H -1.52306 0.93354 1.73229
H 3.74450 -2.29922 -2.07221
H 4.03624 -0.89244 -3.08125
```

Summary:
DFT total energy: -26770.0085 eV
gap between HOMO and LUMO: 7.850 eV
HOMO: -8.5 eV

Charges obtained by natural (NBO) population analysis, quoted in units of e: atom 1 (C): -0.143, atom 2 (C): 0.411, atom 3 (C): -0.155, atom 4 (C): -0.538, atom 5 (C): -0.267, atom 6 (N): -0.339, atom 7 (N): -0.237, atom 8 (N): -1.039, atom 9 (O): -0.961, atom 10 (O): -0.942, atom 11 (O): -0.401, atom 12 (S): 2.169, atom 13 (H): 0.277, atom 14 (H): 0.279, atom 15 (H): 0.209, atom 16 (H): 0.258, atom 17 (H): 0.214, atom 18 (H): 0.205, atom 19 (H): 0.206, atom 20 (H): 0.388, atom 21 (H): 0.406



Record 10
Density functional theory data (wB97M-V/def2-TZVPD) for the molecule C5H9N3OS.

```
19
Properties=species:S:1:pos:R:3
C -1.35342 0.83175 -0.83100
C -1.63142 -0.61793 -0.89831
C -0.14600 -1.20166 0.80352
C 3.06038 0.00712 0.03933
C 1.50939 0.25227 0.16815
N -2.85886 0.86046 0.71850
N -1.92721 1.55925 0.02191
N 0.87192 -0.55594 1.12232
O -0.60090 -1.45442 -0.51590
S -3.06949 -0.79833 0.21931
H -0.59578 1.38243 -1.38615
H -1.97856 -1.04697 -1.95840
H -0.79248 -1.74422 1.49884
H 3.56991 0.14328 1.01442
H 3.21668 -0.97127 -0.34961
H 3.43640 0.74995 -0.80475
H 1.44966 1.30126 0.40997
H 1.09266 0.18594 -0.86328
H -3.25289 1.11701 1.59113
```

Summary:
SMILES: CC/N=C\O[C@@H]1C=NNS1
DFT total energy: -22680.7103 eV
gap between HOMO and LUMO: 8.851 eV
HOMO: -8.3 eV

Charges obtained by natural (NBO) population analysis, quoted in units of e: atom 1 (C): -0.098, atom 2 (C): -0.091, atom 3 (C): 0.384, atom 4 (C): -0.596, atom 5 (C): -0.254, atom 6 (N): -0.583, atom 7 (N): -0.153, atom 8 (N): -0.424, atom 9 (O): -0.547, atom 10 (S): 0.324, atom 11 (H): 0.222, atom 12 (H): 0.234, atom 13 (H): 0.179, atom 14 (H): 0.215, atom 15 (H): 0.204, atom 16 (H): 0.204, atom 17 (H): 0.206, atom 18 (H): 0.170, atom 19 (H): 0.406



Record 11
Density functional theory data (wB97M-V/def2-TZVPD) for a cluster of 2 separate species, C5H9N3OS in total.

```
19
Properties=species:S:1:pos:R:3
C -3.24991 -0.89316 0.73858
C -2.92067 -1.17715 -0.59589
C -2.30318 0.06587 1.10516
C 2.13493 -0.17636 -1.56562
C 2.61995 0.46539 0.86937
N -1.82344 -0.55473 -0.93559
N -1.41816 0.16882 0.11016
N 1.83835 -0.19363 -0.17248
O 0.15322 2.02498 0.99935
S -0.19026 1.33801 -0.29293
H -4.03074 -1.23291 1.30707
H -3.38752 -1.82300 -1.25345
H -2.34937 0.63505 2.03202
H 1.35926 -0.82824 -2.16381
H 2.16826 0.81496 -1.99956
H 3.16868 -0.68057 -1.70161
H 1.87618 1.29121 1.23369
H 2.81308 -0.20311 1.69714
H 3.54136 0.95855 0.58840
```

Summary:
expectation value of S²: 2.01
DFT total energy: -22678.7625 eV
gap between HOMO and LUMO (spin up / spin down): 8.478 / 7.439 eV
HOMO (spin up / spin down): -7.7 / -9.2 eV
spin multiplicity: 3

Charges obtained by natural (NBO) population analysis, quoted in units of e: atom 1 (C): -0.329, atom 2 (C): -0.033, atom 3 (C): -0.039, atom 4 (C): -0.499, atom 5 (C): -0.517, atom 6 (N): -0.288, atom 7 (N): -0.364, atom 8 (N): -0.268, atom 9 (O): -0.832, atom 10 (S): 1.198, atom 11 (H): 0.222, atom 12 (H): 0.206, atom 13 (H): 0.235, atom 14 (H): 0.221, atom 15 (H): 0.212, atom 16 (H): 0.207, atom 17 (H): 0.265, atom 18 (H): 0.223, atom 19 (H): 0.179



Record 12
Density functional theory data (wB97M-V/def2-TZVPD) for the molecule C5H9N3S.

```
18
Properties=species:S:1:pos:R:3
C -1.22180 -1.69069 -1.55516
C -1.30485 -0.27887 -1.66278
C 0.28586 -0.35751 -0.04533
C 0.87094 1.58752 1.22585
C 1.89097 -0.53669 1.84642
N -0.66897 0.57892 -0.83362
N -2.24978 0.38647 -2.53205
N 1.09074 0.16785 0.92605
S -0.02268 -1.99859 -0.25868
H -1.78754 -2.41719 -2.08687
H 0.79576 1.65917 2.31699
H 1.72953 2.05668 0.72176
H -0.20096 1.91590 0.75431
H 2.34698 -1.49397 1.48893
H 2.67769 0.16983 2.08784
H 1.29233 -0.95470 2.62066
H -3.12718 -0.06218 -2.86980
H -2.39703 1.26805 -2.14451
```

Summary:
SMILES: CN(C)c1nc(N)cs1
DFT total energy: -20634.4426 eV
gap between HOMO and LUMO: 7.845 eV
HOMO: -7.1 eV

Charges obtained by natural (NBO) population analysis, quoted in units of e: atom 1 (C): -0.600, atom 2 (C): 0.344, atom 3 (C): 0.212, atom 4 (C): -0.433, atom 5 (C): -0.416, atom 6 (N): -0.570, atom 7 (N): -0.828, atom 8 (N): -0.420, atom 9 (S): 0.401, atom 10 (H): 0.239, atom 11 (H): 0.200, atom 12 (H): 0.210, atom 13 (H): 0.270, atom 14 (H): 0.216, atom 15 (H): 0.217, atom 16 (H): 0.197, atom 17 (H): 0.383, atom 18 (H): 0.377



Number 1 is which compound? C5H9N3